(1)
A 2-piece molecular cluster, C32H57BrF4N3O10PS overall at a distorted geometry, computed with wB97M-V/def2-TZVPD.

Calculated values
- LUMO (alpha / beta) (eV) = -3.07 / -3.07
- HOMO (alpha / beta) (hartree) = -0.37138 / -0.40951
- charge = +1
- multiplicity = 2

```
109
Properties=species:S:1:pos:R:3:lowdin_spin:R:1
C -4.781 -0.091 -2.775 0.0000
C -3.558 -0.902 -2.358 0.0000
N -2.591 -0.104 -1.599 0.0000
N -1.189 -0.182 -1.799 0.0000
C -0.903 -1.682 -1.807 0.0000
C -1.575 -2.576 -0.760 0.0000
C -0.661 -3.288 0.238 0.0000
C 0.356 -4.213 -0.423 0.0000
C 0.862 -5.324 0.496 0.0000
O 0.658 -6.617 -0.103 0.0000
C 1.674 -7.055 -0.902 0.0000
C 1.214 -7.483 -2.255 0.0000
O 2.817 -7.087 -0.526 0.0000
C -0.525 0.635 -0.644 0.0000
S 0.890 -0.228 0.178 0.0003
C -1.389 1.007 0.589 0.0000
C -2.187 -0.039 1.383 0.0000
C -3.679 -0.143 1.101 0.0000
F -2.066 0.414 2.718 0.0000
C 0.115 1.904 -1.336 0.0000
P 0.447 3.419 -0.362 0.0000
O 1.148 4.369 -1.217 0.0000
O 1.272 2.926 0.902 0.0001
O -0.855 3.952 0.351 0.0000
C -0.393 2.035 -2.818 0.0000
C 0.754 2.601 -3.704 0.0000
C 1.018 4.078 -4.049 0.0000
O 1.989 4.282 -4.730 0.0000
O 0.172 5.023 -3.669 0.0000
C -1.663 2.929 -3.014 0.0000
F -1.679 3.923 -2.160 0.0000
F -1.715 3.397 -4.252 0.0000
F -2.832 2.306 -2.840 0.0000
C -0.612 0.483 -3.111 0.0000
Br 1.151 -0.306 -3.523 0.0000
C -1.437 0.288 -4.394 0.0000
C -1.318 -0.972 -5.274 0.0000
C -2.655 -1.227 -6.038 0.0000
C -3.269 -2.545 -5.666 0.0000
O -4.308 -2.654 -5.071 0.0000
O -2.560 -3.642 -6.087 0.0000
H -5.628 -0.756 -2.887 0.0000
H -4.609 0.426 -3.716 0.0000
H -5.006 0.680 -2.039 0.0000
H -3.907 -1.719 -1.724 0.0000
H -3.146 -1.392 -3.228 0.0000
H -2.914 0.805 -1.341 0.0000
H 0.162 -1.839 -1.753 0.0000
H -1.182 -2.019 -2.796 0.0000
H -2.406 -2.108 -0.249 0.0000
H -2.035 -3.385 -1.332 0.0000
H -0.194 -2.610 0.944 0.0000
H -1.329 -3.918 0.830 0.0000
H -0.123 -4.682 -1.284 0.0000
H 1.200 -3.639 -0.814 0.0000
H 0.307 -5.349 1.428 0.0000
H 1.926 -5.222 0.697 0.0000
H 1.908 -8.210 -2.662 0.0000
H 1.173 -6.611 -2.906 0.0000
H 0.221 -7.920 -2.203 0.0000
H 1.615 -0.569 -0.895 0.0000
H -2.076 1.808 0.323 0.0000
H -0.660 1.386 1.299 0.0000
H -1.703 -1.012 1.395 0.0000
H -4.034 0.642 0.441 0.0000
H -4.202 -0.012 2.044 0.0000
H -3.967 -1.111 0.703 0.0000
H 1.146 1.581 -1.468 0.0000
H 2.047 2.401 0.661 0.0000
H -0.804 3.912 1.315 0.0000
H 0.693 2.173 -4.704 0.0000
H 1.710 2.281 -3.309 0.0000
H 0.318 5.772 -4.268 0.0000
H -2.482 0.441 -4.180 0.0000
H -1.185 1.130 -5.036 0.0000
H -0.553 -0.823 -6.028 0.0000
H -1.065 -1.872 -4.722 0.0000
H -2.486 -1.210 -7.111 0.0000
H -3.394 -0.465 -5.808 0.0000
H -1.881 -3.884 -5.448 0.0000
C 4.256 2.188 6.844 0.0026
C 4.127 1.639 5.410 0.0264
C 4.158 2.785 4.400 0.0162
C 2.885 3.632 4.408 0.0009
C 1.644 2.757 4.231 0.0161
C 1.566 1.592 5.215 0.0266
N 2.865 0.851 5.232 0.3812
O 2.950 0.045 4.228 0.5199
C 1.186 2.100 6.615 0.0026
C 0.466 0.629 4.795 -0.0012
C 5.315 0.712 5.196 -0.0009
H 5.308 2.357 7.072 -0.0004
H 3.755 3.141 6.994 0.0000
H 3.871 1.476 7.574 0.0014
H 4.303 2.371 3.397 0.0025
H 5.028 3.411 4.610 0.0015
H 2.812 4.209 5.333 0.0003
H 2.932 4.364 3.600 0.0007
H 0.739 3.361 4.338 0.0015
H 1.637 2.359 3.213 0.0024
H 1.256 1.295 7.346 0.0013
H 0.155 2.453 6.603 -0.0004
H 1.794 2.930 6.962 0.0000
H 0.585 0.289 3.768 -0.0005
H -0.498 1.132 4.868 -0.0004
H 0.443 -0.248 5.442 0.0002
H 5.300 -0.109 5.914 0.0002
H 6.234 1.278 5.340 -0.0004
H 5.334 0.289 4.195 -0.0006
```

---

(2)
A 6-piece molecular cluster, C49H49BBr2F5IN4O5 overall at a distorted geometry, computed with wB97M-V/def2-TZVPD.

Calculated values
- LUMO (eV) = -0.73
- SMILES = COCCCc1c(B(O)OC)c(N)c(CCCI)c2nc(/C(Br)=C(/C)Br)c(ON=O)nc12.Fc1ccccc1.Fc1ccccc1.Fc1ccccc1.Fc1ccccc1.Fc1ccccc1
- HOMO (hartree) = -0.30307
- charge = 0
- multiplicity = 1

```
116
Properties=species:S:1:pos:R:3:mulliken_charge:R:1
C -3.173 -1.641 -0.288 -0.6328
O -1.927 -1.855 -0.971 -0.3177
C -1.559 -3.234 -0.817 -0.6545
C -0.232 -3.595 -1.583 -0.7421
C 1.049 -2.776 -1.095 -0.6716
C 0.838 -2.232 0.371 0.7862
C 0.977 -3.173 1.463 0.4981
B 1.356 -4.725 1.226 0.9640
O 0.302 -5.622 0.870 -0.5825
O 2.662 -5.228 1.395 -0.6691
C 3.464 -5.097 0.204 -0.5603
C 0.768 -2.647 2.866 -0.0445
N 0.928 -3.610 3.934 -0.4985
C 0.459 -1.231 3.069 0.6851
C 0.259 -0.777 4.572 -1.6301
C -0.963 -1.593 5.217 -0.1818
C -2.128 -0.665 5.736 -1.0761
I -2.085 -0.414 7.916 0.0010
C 0.342 -0.269 1.924 -0.2676
N 0.084 1.060 2.224 -0.5590
C 0.033 1.816 1.109 -0.0081
C -0.218 3.351 1.245 -0.3697
Br -2.018 4.109 1.324 -0.1593
C 0.889 4.150 1.275 0.4672
C 0.866 5.699 1.363 -1.1177
Br 2.660 3.281 1.200 -0.1346
C 0.187 1.281 -0.266 0.9934
O 0.084 2.202 -1.335 -0.2747
N -0.707 1.654 -2.376 0.1143
O -1.668 2.321 -2.446 -0.2597
N 0.433 -0.001 -0.589 -0.2174
C 0.529 -0.772 0.557 0.0071
H -3.725 -2.615 -0.152 0.3860
H -3.012 -1.119 0.705 0.2109
H -3.861 -0.951 -0.877 0.1337
H -2.377 -3.850 -1.303 0.5531
H -1.516 -3.564 0.263 0.3133
H -0.040 -4.687 -1.419 0.2743
H -0.397 -3.352 -2.664 0.4663
H 1.958 -3.432 -1.168 -0.5380
H 1.218 -1.939 -1.823 0.4941
H -0.291 -5.674 1.645 0.3191
H 4.436 -5.649 0.289 0.3096
H 3.733 -4.022 -0.028 0.1986
H 2.854 -5.446 -0.681 0.2440
H 0.051 -4.140 4.000 0.2643
H 1.138 -3.166 4.827 0.3664
H 1.173 -1.133 5.133 0.3976
H 0.126 0.330 4.663 0.4275
H -1.337 -2.387 4.507 0.2058
H -0.592 -2.171 6.115 0.3682
H -2.025 0.376 5.331 0.3917
H -3.153 -1.030 5.461 0.4092
H -0.141 6.085 1.072 0.3751
H 1.587 6.088 0.582 0.3064
H 1.229 6.100 2.345 0.2630
F 9.277 4.731 -1.456 -0.3214
C 8.001 4.328 -1.601 0.2075
C 7.104 4.534 -0.569 -0.5166
C 5.786 4.123 -0.719 -0.2286
C 5.383 3.502 -1.896 -0.4184
C 6.296 3.297 -2.925 -0.3776
C 7.612 3.717 -2.780 -0.4394
H 7.437 5.011 0.343 0.4720
H 5.073 4.286 0.081 0.3089
H 4.355 3.178 -2.011 0.4764
H 5.983 2.809 -3.840 0.3770
H 8.335 3.574 -3.574 0.4146
F -5.891 -0.609 -2.119 -0.3149
C -6.932 -0.136 -1.410 0.3782
C -7.924 -1.008 -1.000 -0.5057
C -8.996 -0.520 -0.263 -0.1472
C -9.068 0.834 0.044 -0.6253
C -8.066 1.700 -0.379 -0.3144
C -6.988 1.212 -1.106 -0.4613
H -7.855 -2.058 -1.256 0.4719
H -9.775 -1.194 0.070 0.3093
H -9.907 1.215 0.616 0.3827
H -8.124 2.756 -0.142 0.3653
H -6.193 1.870 -1.437 0.4612
F -10.247 -3.061 1.464 -0.3260
C -10.321 -4.267 0.873 0.3095
C -9.153 -4.935 0.551 -0.2588
C -9.229 -6.183 -0.055 -0.4080
C -10.470 -6.741 -0.341 -0.4593
C -11.635 -6.056 -0.016 -0.3736
C -11.561 -4.814 0.600 -0.4292
H -8.196 -4.480 0.774 0.4668
H -8.322 -6.719 -0.305 0.3532
H -10.528 -7.713 -0.818 0.3681
H -12.602 -6.490 -0.242 0.3538
H -12.458 -4.269 0.868 0.4116
F 6.584 6.635 1.789 -0.3221
C 6.971 7.753 1.152 0.4376
C 6.082 8.805 1.025 -0.5126
C 6.485 9.962 0.371 -0.3536
C 7.767 10.051 -0.158 -0.4570
C 8.650 8.985 -0.029 -0.4623
C 8.253 7.831 0.634 -0.2535
H 5.085 8.716 1.437 0.4268
H 5.799 10.795 0.273 0.3556
H 8.078 10.953 -0.672 0.3669
H 9.648 9.053 -0.446 0.3627
H 8.932 6.995 0.750 0.4363
F 3.992 -3.807 -2.337 -0.1179
C 4.160 -3.170 -3.512 0.3229
C 4.573 -3.889 -4.619 -0.5294
C 4.741 -3.232 -5.831 -0.4231
C 4.504 -1.864 -5.918 -0.5031
C 4.094 -1.154 -4.796 -0.5747
C 3.915 -1.811 -3.586 -0.2116
H 4.760 -4.952 -4.529 0.4053
H 5.056 -3.785 -6.707 0.3630
H 4.640 -1.352 -6.864 0.3700
H 3.914 -0.088 -4.864 0.3929
H 3.588 -1.275 -2.703 0.4910
```

---

> The highest multiplicity belongs to which entry?

C32H57BrF4N3O10PS